# C18H24N6OS

A single C18H24N6OS molecule in a non-equilibrium geometry (ωB97M-V/def2-TZVPD, the OMol25 dataset).

Results
Kohn-Sham gap, eV: 8.2
Net charge: 0
Energy relative to the best compared isomer or geometry (same formula, charge and spin), eV: 3.342
HOMO, eV: -7.71
DFT total energy, Eh: -1502.16546

Positions of all 50 atoms, in Å:
1 C -3.67 -2.14 2.12
2 C -2.85 -3.38 1.63
3 C -3.82 -4.55 1.37
4 C -4.42 -4.55 -0.05
5 C -3.26 -4.71 -0.98
6 C -2.20 -3.65 -0.76
7 S -1.10 -2.90 -2.01
8 C -0.42 -1.82 -0.89
9 N 0.62 -1.01 -1.13
10 C 0.93 -0.06 -0.26
11 N 2.08 0.72 -0.68
12 C 2.94 1.52 0.15
13 C 2.51 3.01 0.13
14 N 2.53 3.56 -1.25
15 C 2.54 5.02 -1.43
16 C 3.83 5.79 -1.07
17 O 4.81 5.52 -2.11
18 C 1.52 2.75 -2.00
19 C 2.04 1.31 -2.07
20 N 0.46 -0.17 1.06
21 N 0.87 0.58 2.27
22 C 0.36 -0.26 3.21
23 N -0.55 -1.25 2.71
24 C -0.33 -1.20 1.43
25 C -0.99 -1.93 0.38
26 C -2.03 -2.95 0.44
27 H -4.04 -2.28 3.10
28 H -3.05 -1.24 2.11
29 H -4.50 -2.06 1.50
30 H -2.06 -3.59 2.45
31 H -4.50 -4.60 2.17
32 H -3.34 -5.41 1.49
33 H -5.02 -3.63 -0.30
34 H -5.13 -5.37 0.00
35 H -2.79 -5.69 -0.82
36 H -3.58 -4.56 -2.11
37 H 3.01 0.97 1.10
38 H 3.96 1.61 -0.20
39 H 3.20 3.48 0.72
40 H 1.53 3.18 0.69
41 H 2.37 5.16 -2.45
42 H 1.71 5.57 -0.87
43 H 4.04 5.60 -0.06
44 H 3.61 6.86 -1.16
45 H 5.05 4.59 -2.06
46 H 0.53 2.78 -1.53
47 H 1.51 3.16 -3.09
48 H 1.53 0.66 -2.77
49 H 3.01 1.52 -2.39
50 H 0.56 0.02 4.27

# H4N2S2

A single H4N2S2 molecule in a non-equilibrium geometry (ωB97M-V/def2-TZVPD, the OMol25 dataset).

Results
Kohn-Sham gap, eV: 8.8
Net charge: 0
Energy relative to the best compared isomer or geometry (same formula, charge and spin), eV: 2.359
HOMO, eV: -8.39
DFT total energy, Eh: -908.16441

Positions of all 8 atoms, in Å:
1 N 1.29 0.52 0.57
2 N -1.42 -0.58 0.21
3 S 0.01 -0.72 0.80
4 S -1.89 -0.12 -1.36
5 H 1.76 0.91 1.31
6 H 1.82 0.18 -0.12
7 H 0.59 -1.37 -0.31
8 H -2.14 1.19 -1.10

# C7H13ClFN2O7S2

A molecular structure, C7H13ClFN2O7S2 (ωB97M-V/def2-TZVPD, the OMol25 dataset).

Results
Kohn-Sham gap, eV: 8.7
Net charge: -1
HOMO, eV: -6.38
DFT total energy, Eh: -2267.22336

Positions of all 33 atoms, in Å:
1 O 3.80 -0.30 1.74
2 C 4.26 0.57 1.07
3 F 5.38 1.23 1.42
4 N 3.83 0.99 -0.18
5 C 3.49 2.37 -0.42
6 O 3.70 2.87 -1.47
7 S 2.68 3.38 0.91
8 O 2.63 2.53 2.07
9 O 3.58 4.50 0.97
10 N 1.32 3.83 0.30
11 S -0.02 2.92 0.38
12 O -0.66 2.95 -0.91
13 O -0.84 3.31 1.50
14 C 0.38 1.20 0.62
15 C -0.91 0.38 0.50
16 C -0.63 -1.07 0.90
17 Cl -0.80 -1.33 2.65
18 H 3.13 0.34 -0.51
19 H 0.82 1.03 1.60
20 H 1.05 0.89 -0.18
21 H -1.25 0.40 -0.53
22 H -1.67 0.79 1.16
23 H 0.42 -1.29 0.67
24 H -1.26 -1.77 0.37
25 C -3.77 -3.96 -2.35
26 C -3.13 -3.06 -1.32
27 O -4.08 -2.23 -0.66
28 H -4.30 -3.37 -3.09
29 H -3.03 -4.58 -2.86
30 H -4.50 -4.63 -1.88
31 H -2.42 -2.39 -1.79
32 H -2.59 -3.65 -0.57
33 H -4.72 -2.80 -0.22

# C36H39Cl5N5OPbSSi

A molecular structure, C36H39Cl5N5OPbSSi (ωB97M-V/def2-TZVPD, the OMol25 dataset).

Results
Kohn-Sham gap, eV: 6.1
Net charge: -1
HOMO, eV: -3.89
DFT total energy, Eh: -4925.88603

Positions of all 89 atoms, in Å:
1 Pb -0.82 -0.31 0.13
2 C 1.47 1.29 -3.73
3 C 0.53 1.02 -2.60
4 N 0.78 0.21 -1.63
5 N 1.99 -0.43 -1.63
6 C 2.12 -1.25 -0.60
7 O 1.28 -1.45 0.32
8 C 3.42 -1.99 -0.53
9 C 4.38 -1.87 -1.53
10 C 5.57 -2.57 -1.44
11 C 5.82 -3.39 -0.34
12 C 4.86 -3.51 0.66
13 C 3.67 -2.81 0.56
14 C -0.77 1.71 -2.56
15 C -1.17 2.59 -3.56
16 C -2.42 3.19 -3.47
17 C -3.24 2.89 -2.40
18 C -2.77 2.00 -1.44
19 N -1.57 1.46 -1.51
20 H 2.31 0.60 -3.67
21 H 1.84 2.31 -3.68
22 H 0.96 1.16 -4.69
23 H 4.17 -1.23 -2.37
24 H 6.31 -2.47 -2.22
25 H 6.75 -3.94 -0.27
26 H 5.05 -4.15 1.51
27 H 2.91 -2.89 1.33
28 H -0.53 2.80 -4.40
29 H -2.75 3.87 -4.24
30 H -4.23 3.31 -2.30
31 H -3.38 1.70 -0.60
32 Cl -5.12 0.43 1.73
33 C -4.35 -0.94 2.45
34 C -3.68 -1.82 1.61
35 C -3.01 -2.89 2.17
36 Cl -2.14 -3.94 1.11
37 C -3.00 -3.09 3.55
38 Cl -2.14 -4.42 4.22
39 C -3.69 -2.20 4.37
40 Cl -3.68 -2.44 6.08
41 C -4.37 -1.12 3.82
42 Cl -5.19 -0.01 4.84
43 N -3.71 -0.79 -1.41
44 C -3.04 -1.42 -2.35
45 N -1.71 -1.46 -2.44
46 C -1.29 -2.16 -3.53
47 C 0.05 -2.35 -3.90
48 C 0.35 -3.08 -5.04
49 C -0.65 -3.64 -5.83
50 C -1.99 -3.46 -5.49
51 C -2.29 -2.73 -4.35
52 S -3.85 -2.33 -3.67
53 H -3.66 -1.64 0.53
54 H -4.70 -0.90 -1.57
55 H 0.83 -1.93 -3.29
56 H 1.39 -3.23 -5.31
57 H -0.40 -4.21 -6.71
58 H -2.77 -3.88 -6.10
59 C -1.05 3.29 1.60
60 Si 0.17 1.82 1.70
61 C 1.92 2.60 1.43
62 C 3.04 1.64 1.84
63 C 2.08 3.93 2.18
64 C 2.08 2.90 -0.07
65 C -0.03 1.09 3.49
66 C 0.66 -0.28 3.60
67 C 0.49 2.00 4.61
68 C -1.53 0.87 3.72
69 H -0.92 4.01 2.42
70 H -2.08 2.94 1.63
71 H -0.91 3.82 0.66
72 H 3.07 1.51 2.93
73 H 4.01 2.04 1.53
74 H 2.91 0.66 1.39
75 H 1.94 3.82 3.26
76 H 1.37 4.68 1.82
77 H 3.09 4.33 2.02
78 H 2.20 1.98 -0.64
79 H 2.97 3.52 -0.23
80 H 1.23 3.45 -0.48
81 H 1.74 -0.21 3.48
82 H 0.30 -0.98 2.85
83 H 0.45 -0.72 4.59
84 H 1.58 2.09 4.58
85 H 0.21 1.60 5.59
86 H 0.07 3.01 4.54
87 H -1.96 0.21 2.96
88 H -2.10 1.80 3.72
89 H -1.69 0.38 4.69

# C8H14

A single C8H14 molecule in a non-equilibrium geometry (ωB97M-V/def2-TZVPD, the OMol25 dataset).

Results
Kohn-Sham gap, eV: 9.5
Net charge: 0
Energy relative to the best compared isomer or geometry (same formula, charge and spin), eV: 2.877
HOMO, eV: -8.59
DFT total energy, Eh: -313.11168

Positions of all 22 atoms, in Å:
1 C -0.55 0.17 2.49
2 C -0.40 0.01 1.19
3 C -0.70 0.11 -0.48
4 C -1.32 1.47 -0.68
5 C -1.11 -0.80 -1.62
6 C 0.62 -0.24 0.18
7 C 1.17 -1.66 0.15
8 C 1.74 0.79 0.07
9 H -1.49 0.46 2.93
10 H 0.29 0.17 3.17
11 H -1.28 2.07 0.23
12 H -0.86 2.07 -1.47
13 H -2.38 1.39 -0.94
14 H -0.58 -0.54 -2.54
15 H -0.96 -1.86 -1.43
16 H -2.18 -0.71 -1.83
17 H 1.95 -1.78 0.90
18 H 1.59 -1.89 -0.83
19 H 0.39 -2.39 0.36
20 H 2.17 0.75 -0.93
21 H 1.40 1.80 0.28
22 H 2.51 0.57 0.80

# C7H15MgNO5S2

A molecular structure, C7H15MgNO5S2 in a non-equilibrium geometry (ωB97M-V/def2-TZVPD, the OMol25 dataset).

Results
Kohn-Sham gap, eV: 6.9
Net charge: 0
HOMO, eV: -8.27
DFT total energy, Eh: -1703.07685

Positions of all 31 atoms, in Å:
1 Mg -0.75 -0.41 2.12
2 C 0.27 1.26 1.70
3 O -1.01 1.56 2.01
4 O 0.31 0.52 0.60
5 O 0.88 0.67 2.72
6 C 0.69 -0.30 -2.29
7 C 1.91 -1.09 -2.56
8 N 2.87 -1.68 -2.76
9 H 0.16 -0.71 -1.44
10 H 0.07 -0.30 -3.18
11 H 1.12 0.68 -2.10
12 C 0.89 -4.50 1.31
13 S 0.78 -2.85 0.64
14 O 0.03 -2.06 1.67
15 C 2.47 -2.32 0.83
16 H 1.37 -4.47 2.28
17 H 1.46 -5.13 0.62
18 H -0.13 -4.90 1.37
19 H 2.47 -1.25 0.63
20 H 3.12 -2.91 0.20
21 H 2.75 -2.43 1.88
22 C -2.64 3.81 0.58
23 S -2.83 3.71 -1.21
24 O -2.25 4.93 -1.81
25 C -1.68 2.36 -1.52
26 H -3.29 4.63 0.87
27 H -1.60 4.06 0.80
28 H -2.97 2.88 1.03
29 H -2.14 1.41 -1.25
30 H -0.69 2.49 -1.10
31 H -1.64 2.34 -2.61

# C6H13N

A gas-phase ion, C6H13N (charge +1) in a non-equilibrium geometry (ωB97M-V/def2-TZVPD, the OMol25 dataset).

Results
Kohn-Sham gap (alpha / beta), eV: 11.0 / 5.5
Net charge: +1
Energy relative to the best compared isomer or geometry (same formula, charge and spin), eV: 3.574
2S+1: 2
⟨S²⟩: 0.76
HOMO (alpha / beta), eV: -13.94 / -13.86
DFT total energy, Eh: -290.74737

Positions of all 20 atoms, in Å:
1 C -1.46 1.81 -1.21
2 C -0.62 0.53 -0.90
3 C -0.01 0.43 0.64
4 C 1.03 -0.70 0.70
5 C 1.69 -0.97 -0.45
6 C 1.25 -1.17 2.11
7 N -1.24 -0.74 -1.24
8 H -2.32 1.65 -1.90
9 H -2.14 2.11 -0.31
10 H -0.75 2.67 -1.36
11 H 0.26 0.63 -1.65
12 H 0.51 1.44 0.78
13 H -0.95 0.50 1.39
14 H 1.43 -0.58 -1.41
15 H 2.45 -1.74 -0.79
16 H 0.54 -1.94 2.18
17 H 1.12 -0.38 2.96
18 H 2.26 -1.37 2.41
19 H -2.23 -0.67 -1.02
20 H -0.81 -1.51 -0.93

# C15H36NO10P2

3 unconnected molecules or ions with the total composition C15H36NO10P2 in a non-equilibrium geometry (ωB97M-V/def2-TZVPD, the OMol25 dataset).

Results
Kohn-Sham gap, eV: 3.6
Net charge: -1
Energy relative to the best compared isomer or geometry (same formula, charge and spin), eV: 0.000
HOMO, eV: -3.55
DFT total energy, Eh: -2082.94342

Positions of all 64 atoms, in Å:
1 C -0.10 0.64 2.09
2 C -1.31 1.58 1.55
3 N -2.45 1.54 2.51
4 C -3.57 0.69 2.05
5 O -4.57 1.13 1.37
6 O -3.54 -0.65 2.44
7 H 0.87 1.25 1.97
8 H -0.01 -0.32 1.45
9 H -0.24 0.40 3.19
10 H -0.88 2.64 1.50
11 H -1.57 1.20 0.50
12 H -2.76 2.48 2.79
13 O 2.12 -4.04 2.27
14 P 1.04 -5.10 2.53
15 O 2.05 -6.24 3.17
16 C 2.42 -6.09 4.54
17 C 1.24 -6.33 5.47
18 O 1.01 -5.67 0.96
19 C 1.47 -4.82 -0.09
20 C 2.96 -5.00 -0.34
21 O -0.24 -6.20 2.83
22 C -1.53 -5.58 2.96
23 C -1.95 -4.86 1.69
24 H 2.84 -5.09 4.70
25 H 3.20 -6.82 4.75
26 H 0.48 -5.56 5.35
27 H 1.56 -6.32 6.52
28 H 0.77 -7.29 5.26
29 H 1.22 -3.78 0.11
30 H 0.92 -5.09 -1.00
31 H 3.54 -5.06 0.58
32 H 3.36 -4.18 -0.95
33 H 3.14 -5.94 -0.87
34 H -1.51 -4.89 3.81
35 H -2.25 -6.37 3.19
36 H -1.29 -4.01 1.48
37 H -2.96 -4.46 1.80
38 H -1.92 -5.53 0.83
39 O -0.23 6.47 -2.24
40 P -0.26 5.24 -3.16
41 O -1.15 4.28 -2.15
42 C -2.56 4.47 -2.14
43 C -3.19 4.01 -3.45
44 O 1.26 4.71 -2.72
45 C 2.20 5.64 -2.18
46 C 2.09 5.72 -0.67
47 O -0.28 3.93 -4.26
48 C -0.09 4.30 -5.63
49 C 1.25 4.97 -5.87
50 H -2.79 5.52 -1.95
51 H -2.96 3.88 -1.32
52 H -2.87 4.64 -4.28
53 H -4.28 4.06 -3.39
54 H -2.89 2.99 -3.68
55 H 2.07 6.62 -2.65
56 H 3.20 5.30 -2.45
57 H 1.06 5.75 -0.32
58 H 2.61 6.61 -0.29
59 H 2.54 4.84 -0.21
60 H -0.91 4.97 -5.93
61 H -0.17 3.39 -6.23
62 H 1.33 5.92 -5.33
63 H 1.39 5.18 -6.93
64 H 2.07 4.33 -5.52